Record 1
{
  "formula": "C3H4N2O",
  "method": "ωB97M-V/def2-TZVPD",
  "symbols": ["O", "C", "N", "C", "C", "N", "H", "H", "H", "H"],
  "coordinates": [[-1.6208, 1.4301, 0.1762], [-1.5792, 0.2542, -0.1036], [-0.4741, -0.5508, 0.0780], [0.7688, 0.0118, 0.4871], [2.3152, -0.1867, -1.3063], [1.6488, 0.5541, -0.6606], [-2.4381, -0.3075, -0.5154], [-0.5077, -1.5000, -0.2731], [0.5913, 0.9663, 0.9413], [1.2958, -0.6714, 1.1763]],
  "forces_ev_per_a": [[0.040, -0.536, -0.167], [0.074, 0.119, 0.077], [0.098, 0.234, -0.280], [0.081, 1.060, 0.105], [0.100, 0.742, -0.185], [-0.039, -2.411, 0.130], [0.094, 0.120, 0.082], [0.047, 0.289, 0.074], [-0.608, -0.049, 0.963], [0.114, 0.433, -0.800]],
  "nbo_charge": [-0.58, 0.54, -0.63, -0.07, 0.33, -0.58, 0.12, 0.40, 0.24, 0.22],
  "e_homo_ev": -10.67,
  "lumo_energy_ev": 0.316,
  "de_lowest_kj_mol": 218.77,
  "spin_multiplicity": 1,
  "total_charge": 0
}



Record 2
{
  "formula": "ClH3N2O2S",
  "method": "ωB97M-V/def2-TZVPD",
  "symbols": ["N", "N", "O", "O", "S", "Cl", "H", "H", "H"],
  "coordinates": [[-1.1066, -0.5131, -1.4106], [-0.8896, -1.0144, -0.3901], [0.3389, -1.4942, 1.9807], [1.0682, 1.1971, -1.1033], [0.4853, -0.3969, 1.1354], [-0.7598, 1.0942, 1.6544], [1.7441, 1.8900, -1.0375], [0.1645, 1.2379, -0.7210], [-1.0451, -2.0007, -0.1080]],
  "forces_ev_per_a": [[-0.539, -0.118, 0.566], [1.274, 0.582, -0.708], [-0.737, -3.953, 2.913], [0.153, -1.084, -0.587], [1.014, 2.484, -3.253], [-0.828, 1.022, 0.457], [-1.352, 0.122, 0.630], [1.250, 1.367, -0.507], [-0.235, -0.421, 0.489]],
  "nbo_charge": [-0.06, -0.31, -0.91, -1.00, 1.19, -0.26, 0.50, 0.49, 0.35],
  "e_homo_ev": [-8.29, -8.30],
  "lumo_energy_ev": [-0.391, -0.394],
  "de_lowest_kj_mol": 171.42,
  "spin_multiplicity": 1,
  "total_charge": 0
}



Record 3
{
  "formula": "C22H35BrMgO2P2",
  "method": "ωB97M-V/def2-TZVPD",
  "symbols": ["P", "P", "C", "C", "H", "H", "H", "H", "C", "H", "H", "H", "C", "H", "H", "H", "C", "H", "H", "H", "C", "H", "H", "H", "Mg", "C", "C", "C", "C", "C", "C", "C", "C", "C", "H", "H", "H", "H", "H", "H", "H", "H", "H", "H", "H", "H", "H", "H", "H", "Br", "C", "C", "C", "C", "C", "C", "C", "O", "O", "H", "H", "H", "H"],
  "coordinates": [[-0.7435, -1.9088, -1.8187], [-0.2648, 1.4870, -2.4297], [-1.2678, -0.9413, -3.3709], [-0.2388, 0.1453, -3.6602], [-2.2665, -0.5231, -3.2094], [-1.2961, -1.6288, -4.2288], [0.7750, -0.2736, -3.7071], [-0.3799, 0.6011, -4.6553], [-1.8875, 2.2286, -2.2991], [-1.9157, 2.9041, -1.4316], [-2.6821, 1.4760, -2.2126], [-2.0447, 2.8198, -3.2130], [0.6728, 2.6923, -3.4168], [0.2168, 2.7852, -4.4099], [1.7148, 2.3526, -3.5119], [0.6609, 3.6470, -2.8750], [-2.1219, -2.7820, -1.0682], [-1.7477, -3.3664, -0.2171], [-2.5103, -3.4788, -1.8202], [-2.9321, -2.0869, -0.7595], [-0.1056, -3.2661, -2.9305], [0.6941, -2.9250, -3.6133], [-0.9544, -3.6143, -3.5375], [0.2825, -4.1012, -2.3315], [-2.5946, -0.8939, 1.2494], [2.4504, 1.8815, -1.2819], [1.0812, 1.6300, -1.0165], [0.6058, 0.4250, -0.0673], [1.2825, -0.9577, -0.0265], [1.6930, -1.6160, -1.3881], [2.4286, -0.8658, -2.2404], [3.6759, -0.2101, -1.7318], [3.5020, 1.0078, -0.8075], [-1.7921, -2.7429, 2.0788], [2.7101, 2.8036, -1.7548], [0.6101, 2.5382, -0.5752], [-0.4643, 0.2274, -0.3318], [0.5644, 0.8194, 0.9811], [2.1756, -0.8975, 0.5997], [0.6057, -1.6007, 0.5655], [1.7713, -2.6855, -1.2624], [2.3289, -1.0034, -3.3261], [4.1891, 0.1546, -2.6357], [4.3459, -0.9287, -1.2171], [3.1594, 0.6607, 0.1609], [4.4327, 1.5712, -0.7053], [-1.0530, -2.3036, 2.7632], [-1.4783, -3.7466, 1.7331], [-2.8190, -2.7819, 2.4659], [-0.0169, 3.0327, 3.0950], [-0.5088, 2.1363, 4.6806], [-0.0032, 2.5655, 5.9201], [-0.2812, 1.8369, 7.0907], [-1.1341, 0.7180, 7.0271], [-1.6125, 0.2869, 5.7791], [-1.2881, 0.9595, 4.6085], [-1.6820, 0.3662, 3.2725], [-2.9420, 0.3080, 2.8931], [-0.8039, -0.0801, 2.5048], [0.6557, 3.4408, 5.9483], [0.1573, 2.1531, 8.0387], [-1.3758, 0.1527, 7.9381], [-2.2334, -0.6045, 5.7019]],
  "forces_ev_per_a": [[0.869, 0.447, -2.084], [2.003, -0.222, -1.917], [-0.411, -0.478, 0.428], [-0.537, 0.028, -0.770], [-0.006, 0.072, -0.227], [-0.329, 0.183, 0.286], [-0.473, 0.356, 0.278], [-0.299, -0.232, 0.157], [-0.777, 0.455, -0.421], [0.018, -0.206, -0.184], [0.225, 0.219, 0.041], [-0.318, -0.038, 0.320], [-0.660, 0.362, -0.566], [0.089, 0.310, 0.137], [-0.455, -0.027, 0.117], [0.094, -0.044, -0.307], [-1.100, -0.895, -1.089], [-0.295, 0.558, -0.248], [-0.496, 0.011, 0.156], [0.257, -0.521, -0.132], [-0.139, -0.510, 0.405], [-0.347, 0.048, 0.480], [0.274, -0.113, 0.117], [-0.030, 0.103, -0.210], [1.906, -0.124, 1.782], [-1.724, 0.676, -0.187], [0.450, -0.733, 3.335], [0.290, 1.214, 0.843], [1.248, -0.217, 0.251], [0.210, 1.362, 2.583], [0.221, -1.282, -0.351], [0.698, 1.604, -0.232], [0.032, -0.919, -0.162], [-0.411, 0.241, -0.677], [0.108, 0.583, 0.049], [-0.386, -0.210, -0.460], [0.508, 0.239, 0.176], [0.337, -0.434, -0.879], [0.123, 0.096, 0.180], [0.238, 0.028, -0.454], [-1.229, -0.460, -1.153], [0.979, -0.864, 0.319], [0.141, -0.128, 0.258], [-0.400, -0.061, -0.428], [0.711, -0.168, 0.417], [0.047, -0.242, 0.098], [-0.556, -0.333, -0.084], [-0.334, 0.669, 0.102], [0.268, -0.632, 0.880], [-0.007, 0.196, 0.058], [-0.012, -0.936, 0.864], [-0.016, -0.251, -0.229], [-0.570, -0.179, -0.601], [0.450, 0.210, -0.235], [0.000, 0.084, 0.544], [0.161, 0.545, -0.257], [-0.854, -0.244, -1.474], [1.044, 0.006, 0.374], [-0.519, 0.759, 0.676], [-0.345, -0.369, 0.023], [-0.193, -0.077, -0.290], [0.111, 0.308, -0.513], [0.119, 0.179, 0.087]],
  "nbo_charge": [0.91, 1.30, -0.69, -0.76, 0.21, 0.22, 0.27, 0.22, -0.99, 0.26, 0.23, 0.24, -0.97, 0.21, 0.27, 0.23, -0.98, 0.29, 0.22, 0.16, -0.93, 0.24, 0.21, 0.23, 1.61, -0.44, -0.40, -0.41, -0.47, -0.19, -0.26, -0.41, -0.43, -1.30, 0.19, 0.20, 0.15, 0.25, 0.22, 0.23, 0.21, 0.17, 0.20, 0.19, 0.19, 0.21, 0.23, 0.20, 0.17, 0.08, -0.06, -0.24, -0.20, -0.21, -0.17, -0.17, 0.77, -0.89, -0.73, 0.23, 0.22, 0.22, 0.23],
  "e_homo_ev": [-5.12, -5.12],
  "lumo_energy_ev": [-1.228, -1.229],
  "de_lowest_kj_mol": 736.31,
  "spin_multiplicity": 1,
  "total_charge": 0
}



Record 4
{
  "formula": "C19H35AlBBeBr2Cl4CsF5MgNO13PS",
  "method": "ωB97M-V/def2-TZVPD",
  "symbols": ["C", "C", "O", "C", "P", "O", "C", "C", "C", "F", "B", "O", "O", "O", "C", "C", "C", "F", "N", "C", "S", "C", "C", "C", "O", "C", "C", "F", "F", "F", "C", "Cl", "C", "C", "Cl", "O", "H", "H", "H", "H", "H", "H", "H", "H", "H", "H", "H", "H", "H", "H", "H", "H", "H", "H", "H", "H", "H", "H", "H", "H", "H", "H", "H", "H", "H", "H", "H", "Al", "Br", "Br", "Be", "C", "O", "H", "H", "H", "Cl", "O", "H", "Cs", "O", "Cl", "O", "O", "O", "Mg"],
  "coordinates": [[-0.5150, -0.3557, 4.0720], [0.5028, 0.4349, 3.1647], [0.2604, 0.0375, 1.8343], [0.5435, 1.1180, 0.9264], [-0.3991, 0.9312, -0.7371], [-1.6022, 0.7556, -2.0425], [-0.5247, 2.8281, -0.6870], [-0.8675, 3.5276, -2.0678], [0.0788, 4.7939, -2.2007], [-0.2214, 5.7912, -1.2732], [-1.9136, 0.5100, 0.4480], [-2.6070, -0.7524, 0.2674], [-2.4414, 1.3479, 1.4800], [0.9810, 1.1604, -1.7692], [1.4360, 0.0305, -2.4747], [0.8320, 0.3559, -3.9217], [1.2137, 1.7657, -4.4878], [0.0846, 2.2767, -5.1757], [2.9650, 0.0075, -2.7609], [3.5551, 1.0103, -2.1951], [3.9143, 2.2802, -1.3296], [0.8363, -1.2479, -1.6896], [0.1877, -2.1511, -2.8208], [-0.2220, -3.5714, -2.2919], [-0.8269, -4.4160, -3.2951], [-2.1169, -3.9847, -3.5899], [-3.1404, -4.2471, -2.3931], [-2.6163, -5.1600, -1.4328], [-4.4544, -4.6730, -2.8714], [-3.2956, -2.9854, -1.7650], [1.7573, -2.0752, -0.6981], [0.8053, -2.8779, 0.6592], [2.9420, -1.2769, -0.0156], [3.2159, -1.6492, 1.5044], [4.4871, -1.8306, -0.8740], [-0.2232, -0.8151, -0.8294], [-1.5415, 0.1439, 4.0011], [-0.5758, -1.4337, 3.7814], [-0.2249, -0.3369, 5.1539], [1.5322, 0.2073, 3.5387], [0.3140, 1.5513, 3.3506], [1.6401, 1.3541, 0.7984], [0.1002, 2.0375, 1.4039], [-2.3967, 1.2512, -1.7930], [-1.2263, 3.2371, 0.0781], [0.4995, 3.2034, -0.3964], [-1.9173, 3.9228, -2.0445], [-0.6556, 2.9142, -2.9722], [1.1328, 4.4255, -2.0269], [0.0826, 5.1661, -3.2651], [-3.5646, -0.5865, 0.2204], [-3.0257, 2.0337, 1.1135], [1.2743, -0.4019, -4.6214], [-0.2696, 0.2329, -3.9924], [1.6103, 2.4954, -3.7444], [2.0241, 1.6347, -5.2573], [0.8962, -2.3349, -3.6792], [-0.7665, -1.6704, -3.1713], [0.6492, -4.1463, -1.8809], [-0.8907, -3.3911, -1.4008], [-2.1875, -2.9293, -3.9675], [-2.4920, -4.6324, -4.4349], [2.2146, -2.9193, -1.2783], [2.8259, -0.1690, -0.0185], [4.1818, -1.1167, 1.7437], [2.4572, -1.2193, 2.1937], [3.4271, -2.7319, 1.6503], [-6.6488, -4.5778, -2.9657], [0.8289, 2.9295, 4.5102], [3.7184, -0.4653, -4.4985], [-3.1943, -0.7427, 4.2592], [-1.6036, -3.7328, 6.4165], [-1.2929, -2.4400, 6.2555], [-2.1893, -3.9949, 7.3188], [-2.2148, -4.2030, 5.6182], [-0.7539, -4.4427, 6.4833], [-4.5999, -0.7404, 6.5778], [0.5983, 5.4427, 6.8508], [0.5613, 4.6576, 6.2963], [-5.5878, -1.9240, -3.0045], [4.1215, 4.4169, 3.5618], [3.5494, 5.4958, 2.7852], [4.5626, 6.4812, 2.4984], [2.4710, 6.1066, 3.5318], [3.0265, 4.9620, 1.5375], [-3.0913, -5.9136, 0.2178]],
  "forces_ev_per_a": [[0.947, -0.135, 0.282], [-1.222, -1.665, 1.313], [0.558, 0.940, -0.060], [0.518, 0.841, -0.178], [-2.344, 0.889, 3.561], [-0.043, -0.096, -1.187], [0.267, 0.828, -1.343], [0.943, 1.567, 0.886], [0.297, -1.339, -0.802], [0.086, -0.707, -0.819], [-0.836, -0.863, 0.923], [-0.213, 1.042, -0.269], [-0.496, -0.554, -1.124], [1.895, -1.638, -0.426], [-3.598, 1.546, -1.043], [0.766, -1.315, -0.832], [0.511, -0.521, -0.575], [0.941, -0.254, 0.746], [0.842, 1.715, 0.314], [0.183, 2.246, 1.727], [-0.511, -3.036, -2.000], [-1.483, -0.810, 0.523], [0.075, -1.518, 0.033], [0.964, 0.971, 1.601], [-1.148, 0.917, 0.339], [-0.572, -1.868, -1.393], [2.056, 2.499, 0.377], [-0.839, 2.117, -3.573], [2.176, 0.334, 0.829], [-0.455, -3.053, -0.526], [1.278, -0.125, -0.489], [0.100, 0.135, -1.192], [0.007, -1.100, 1.489], [1.214, 0.985, -0.475], [-0.579, 0.620, 0.144], [2.139, 0.972, -2.147], [0.397, -0.092, -0.141], [-0.025, 0.936, 0.126], [-0.448, 0.060, -0.910], [-0.607, 0.259, -0.514], [0.009, -0.980, -0.707], [-0.646, -0.448, 0.398], [0.493, -0.775, -0.611], [0.656, 0.161, -0.181], [0.549, -0.618, -0.376], [-1.012, -0.347, -0.112], [0.740, -0.566, -0.367], [-0.462, 0.292, 0.796], [-0.884, 0.545, 0.133], [-0.372, 0.204, 1.153], [0.399, 0.000, 0.734], [0.495, 0.008, 0.435], [-0.808, 0.678, 0.380], [0.787, 0.330, 0.673], [-0.836, -0.441, -0.359], [-0.877, 0.247, 0.566], [-0.689, 0.370, 0.740], [1.200, -0.003, 0.316], [-0.837, 0.449, -0.681], [0.448, -0.371, -0.937], [-0.108, -0.643, 0.890], [0.416, 0.498, 0.761], [-0.291, 0.727, 0.762], [0.137, -0.890, -0.526], [-0.929, -0.495, -0.166], [0.318, -0.643, -0.693], [-0.521, 0.810, -0.114], [-1.298, -2.497, 0.385], [0.394, 1.700, 0.828], [-0.009, 0.000, 1.436], [-0.091, -0.506, 3.385], [-0.372, -1.561, 0.695], [-0.456, 0.767, -1.192], [-0.181, 0.546, 0.076], [-0.018, 0.305, -0.277], [0.427, 0.380, -0.275], [1.165, 0.119, -2.614], [0.441, 0.419, -0.267], [-0.556, -1.083, -0.108], [0.529, 2.968, -0.091], [-0.109, -0.047, -0.188], [0.321, 0.216, 0.438], [-0.185, -0.181, -0.079], [-0.040, -0.207, -0.170], [-0.105, -0.239, -0.261], [-0.969, -0.923, 2.173]],
  "lowdin_charge": [-0.09, -0.35, -0.22, -0.24, 0.65, -0.25, -0.22, -0.19, -0.22, -0.04, -0.55, 0.03, 0.07, -0.23, -0.36, -0.14, -0.17, -0.06, -0.36, -0.68, 1.08, -0.36, -0.06, -0.20, -0.09, -0.11, -0.35, -0.19, -0.28, -0.08, -0.51, 0.72, -0.63, -0.17, 0.61, -0.27, 0.00, 0.07, 0.10, 0.13, -0.14, 0.11, 0.10, 0.04, 0.10, 0.09, 0.11, 0.08, 0.11, 0.12, 0.07, 0.11, 0.04, 0.11, 0.11, 0.09, 0.14, 0.11, 0.13, 0.09, 0.15, 0.16, 0.08, 0.07, 0.09, 0.05, 0.07, 0.73, 0.50, 0.93, 0.74, -0.36, -0.22, 0.07, 0.07, 0.07, -0.36, -0.01, -0.17, 0.98, -0.40, 0.61, -0.36, -0.38, -0.43, 0.81],
  "e_homo_ev": -8.85,
  "lumo_energy_ev": -7.203,
  "spin_multiplicity": 1,
  "total_charge": 1
}